This record from the OMol25 dataset describes one molecule with the formula C14H22N2O. The level of theory is ωB97M-V/def2-TZVPD.

Output
orbital gap	8.6	eV
highest occupied orbital energy	-8.23	eV
SMILES	CC(C)=CCC[C@H](C)CC[C@@](O)(C#N)CC#N
lowest unoccupied orbital energy	0.4	eV
multiplicity	1

```
39
Properties=species:S:1:pos:R:3:forces:R:3:nbo_charge:R:1
C 4.7481 -0.1369 1.0242 -0.171 1.236 0.157 -0.6491
C 3.4778 0.5303 0.5013 0.335 -0.253 -0.253 0.0497
C 3.6254 1.2309 -0.8358 -0.344 -1.045 -0.116 -0.6511
C 2.3221 0.4720 1.1766 -0.231 -0.003 -0.300 -0.2165
C 0.9773 0.3776 0.4739 0.583 1.336 -0.667 -0.4572
C 0.1119 1.6660 0.5464 -0.125 -0.328 0.907 -0.4016
C -1.3844 1.4794 0.8707 -0.395 0.010 -0.034 -0.2092
C -1.6615 0.5182 2.0559 -0.219 0.677 0.183 -0.6187
C -2.2471 1.1873 -0.3803 1.170 0.322 0.194 -0.4005
C -1.8709 -0.0672 -1.1802 -1.105 0.124 0.195 -0.4139
C -2.3853 -1.4214 -0.6479 0.158 -0.876 -1.179 0.1832
O -1.5217 -1.9806 0.3102 -0.040 0.440 0.277 -0.6862
C -3.8003 -1.3409 -0.1693 0.318 0.620 0.030 0.2526
N -4.8933 -1.1409 0.1229 0.109 -0.274 0.008 -0.2945
C -2.4486 -2.4110 -1.8677 0.205 -0.376 0.386 -0.5162
C -1.1049 -2.5932 -2.4510 -0.087 0.680 0.276 0.2708
N -0.0001 -2.5758 -2.7677 -0.273 -0.283 -0.132 -0.2947
H 5.0114 0.3246 1.9817 0.176 -0.397 0.081 0.2203
H 5.5815 0.0167 0.3358 -0.016 0.075 0.074 0.2074
H 4.5994 -1.2097 1.1234 -0.043 0.041 0.186 0.2214
H 2.6760 1.6274 -1.1962 0.117 0.186 0.063 0.2109
H 4.0214 0.5707 -1.6162 0.076 0.078 0.057 0.2102
H 4.3450 2.0394 -0.6884 -0.084 0.061 -0.076 0.2208
H 2.3469 0.4577 2.2668 -0.045 -0.884 -0.052 0.1929
H 0.4537 -0.5197 0.8003 -0.019 0.109 0.181 0.2354
H 1.2265 0.2087 -0.5794 -0.178 -0.228 0.080 0.2045
H 0.2319 2.2735 -0.3558 -0.031 -0.121 -0.038 0.2028
H 0.5233 2.2785 1.3574 -0.011 -0.025 -0.055 0.2084
H -1.7386 2.4579 1.2150 0.063 0.009 -0.176 0.2031
H -0.7827 -0.0253 2.3971 -0.097 -0.208 -0.179 0.2121
H -2.4870 -0.1598 1.8425 0.229 -0.195 0.005 0.2095
H -2.0027 1.1094 2.9118 0.094 -0.051 -0.018 0.2110
H -2.0656 2.0365 -1.0505 -0.141 -0.085 -0.031 0.2106
H -3.3044 1.2338 -0.1129 -0.027 -0.309 -0.096 0.2188
H -2.3415 0.0412 -2.1642 0.061 0.009 0.038 0.2140
H -0.8034 -0.1726 -1.3632 0.021 0.051 0.199 0.2469
H -1.4757 -2.9325 0.1880 -0.029 -0.113 0.117 0.4798
H -3.1798 -2.0716 -2.5985 0.116 -0.026 -0.105 0.2665
H -2.7802 -3.3788 -1.4766 -0.119 0.014 -0.186 0.2458
```
Positions in Å, forces in eV/Å.

---

This record from the OMol25 dataset describes one molecule with the formula C3H6FN. The level of theory is ωB97M-V/def2-TZVPD.

Output
orbital gap	10.9	eV
highest occupied orbital energy	-9.80	eV
SMILES	FC[C@@H]1CN1
lowest unoccupied orbital energy	1.1	eV
multiplicity	1

```
11
Properties=species:S:1:pos:R:3:forces:R:3:nbo_charge:R:1
F 2.3412 0.5569 0.0295 -1.570 -1.121 -0.020 -0.3878
C 1.2322 -0.3903 -0.0434 0.530 0.727 0.192 0.0322
C -0.0090 0.1246 0.6280 -0.998 -0.593 0.648 -0.1227
C -1.2989 -0.2263 -0.0611 0.333 -0.076 -3.179 -0.2616
N -0.7921 1.1522 0.0188 -0.580 0.156 0.437 -0.5881
H 0.9149 -0.4498 -1.1086 0.912 -0.382 0.517 0.1730
H 1.5988 -1.3318 0.4358 -0.291 0.715 -0.759 0.1915
H -0.1579 0.1664 1.6797 0.874 -0.182 0.960 0.2069
H -2.3372 -0.4353 0.2197 0.721 0.290 1.078 0.2196
H -1.1622 -0.7637 -1.0492 0.126 0.684 1.010 0.1743
H -0.3299 1.5968 -0.7491 -0.057 -0.216 -0.883 0.3627
```
Positions in Å, forces in eV/Å.

---

This record from the OMol25 dataset describes one molecule with the formula C3H6N2O2. The level of theory is ωB97M-V/def2-TZVPD.

Output
orbital gap	10.5	eV
highest occupied orbital energy	-9.66	eV
SMILES	[H]/N=C/N(C=O)OC
lowest unoccupied orbital energy	0.8	eV
multiplicity	1

```
13
Properties=species:S:1:pos:R:3:forces:R:3:nbo_charge:R:1
H -0.5523 2.8071 0.1255 0.002 -0.809 -1.537 0.3450
N -0.5523 1.9014 -0.4284 0.134 1.641 2.243 -0.6621
C 0.4883 1.2890 -0.0324 0.240 0.492 0.032 0.2382
N 0.5418 -0.0786 -0.2667 1.967 1.715 0.702 -0.2049
C 1.7740 -0.6795 -0.2537 -2.904 -4.684 -0.467 0.5491
O 2.8049 -0.1669 -0.0572 2.505 1.496 0.446 -0.5566
O -0.4950 -0.7099 -0.8062 -2.224 -1.505 0.501 -0.3493
C -1.5877 -0.9978 0.1936 0.362 -0.203 1.038 -0.3019
H 1.4293 1.7032 0.4917 -1.662 -0.769 -0.683 0.2051
H 1.5923 -1.8451 -0.3836 0.559 1.811 -0.011 0.1032
H -1.1349 -1.1880 1.2675 -0.564 0.230 -2.248 0.1880
H -2.2108 -0.0188 0.3112 0.702 -2.151 -0.623 0.2256
H -2.0976 -2.0162 -0.1613 0.883 2.736 0.606 0.2206
```
Positions in Å, forces in eV/Å.

---

This record from the OMol25 dataset describes C22H24AsF3N5OPtS as an isolated structure. The level of theory is ωB97M-V/def2-TZVPD.

Output
orbital gap (spin up / spin down)	5.7 / 5.7	eV
highest occupied orbital energy (spin up / spin down)	-17.39 / -17.39	eV
lowest unoccupied orbital energy (spin up / spin down)	-11.7 / -11.7	eV
charge	+3
multiplicity	1

```
58
Properties=species:S:1:pos:R:3:forces:R:3:nbo_charge:R:1
Pt 1.1393 -0.5253 1.5392 0.160 0.705 0.256 0.8666
S 0.3139 1.5169 0.9798 0.269 -0.707 0.181 0.2939
C -0.4111 1.2376 -0.4904 0.141 -0.481 -0.024 0.1528
N -1.0037 2.3866 -0.9819 0.133 0.669 0.800 -0.1590
N -1.5058 2.3082 -2.1157 -0.376 -0.092 -0.929 -0.1015
C -2.1500 3.3218 -2.7615 -0.048 0.095 -0.068 0.1454
C -2.2875 4.5946 -2.1639 -0.021 -0.005 -0.048 -0.1493
C -2.9436 5.5649 -2.8744 -0.013 -0.049 -0.049 -0.1907
C -3.4534 5.2736 -4.1501 -0.013 -0.018 -0.019 -0.0218
C -3.3146 4.0099 -4.7363 -0.004 0.085 0.067 -0.2047
C -2.6604 3.0217 -4.0457 0.013 0.111 0.048 -0.1444
N -0.5245 0.1243 -1.2805 0.049 0.140 0.155 -0.3596
N 0.0988 -0.9070 -0.8631 -0.035 -0.132 -0.422 -0.1041
C 0.0568 -2.0299 -1.6209 0.030 -0.169 -0.018 0.1176
C 0.9072 -3.0712 -1.1765 0.020 0.027 0.032 -0.1165
C 0.9684 -4.2566 -1.8697 0.019 0.015 0.037 -0.2270
C 0.1710 -4.4195 -3.0006 -0.030 -0.020 -0.054 -0.0297
C -0.6851 -3.4021 -3.4514 0.031 -0.042 0.020 -0.2031
C -0.7431 -2.2123 -2.7779 -0.065 0.114 0.021 -0.1522
H -1.4281 1.4077 -2.6105 -0.020 -0.166 -0.016 0.4319
H -1.8813 4.7838 -1.1794 -0.017 -0.013 -0.038 0.2601
H -3.0704 6.5533 -2.4565 -0.009 0.010 -0.009 0.2662
H -3.9714 6.0513 -4.6969 0.001 0.007 -0.007 0.2612
H -3.7182 3.8175 -5.7199 -0.007 0.013 -0.004 0.2675
H -2.5366 2.0344 -4.4751 0.018 -0.019 0.024 0.2389
H 1.5295 -2.8894 -0.3074 -0.004 -0.030 -0.022 0.2279
H 1.6245 -5.0538 -1.5500 0.000 0.006 0.007 0.2597
H 0.2094 -5.3549 -3.5449 -0.004 0.005 -0.005 0.2576
H -1.2980 -3.5694 -4.3259 -0.002 0.008 -0.003 0.2596
H -1.4118 -1.4272 -3.0990 0.004 -0.003 -0.011 0.2325
C 4.3730 0.4541 3.2561 0.000 0.002 -0.015 -0.9960
As 4.4306 0.2347 1.3603 -0.027 0.047 0.044 1.9554
C 4.6554 1.9241 0.5023 -0.014 -0.002 0.007 -0.9908
C 5.8110 -0.9755 0.8600 -0.026 -0.002 -0.043 -0.9810
O 2.9710 -0.4694 0.7785 -0.042 -0.071 -0.030 -1.1275
H 5.3336 0.8488 3.5888 -0.004 -0.006 0.008 0.2847
H 4.1983 -0.5127 3.7253 0.006 0.004 0.006 0.2690
H 3.5843 1.1550 3.5236 -0.003 -0.005 -0.006 0.2618
H 5.5893 2.3787 0.8326 0.004 -0.020 0.007 0.2821
H 3.8243 2.5753 0.7687 0.009 -0.001 -0.006 0.2576
H 4.6846 1.7689 -0.5744 -0.003 0.007 0.001 0.2704
H 6.7764 -0.5505 1.1335 -0.003 0.009 0.005 0.2809
H 5.7664 -1.1273 -0.2168 0.015 -0.005 0.004 0.2735
H 5.6640 -1.9209 1.3782 -0.001 0.003 0.006 0.2726
F -4.4828 -1.4701 5.4511 0.081 -0.197 -0.132 -0.2939
C -3.9760 -2.4205 4.6645 -0.068 -0.037 0.071 0.9670
F -3.5918 -3.4555 5.4197 -0.101 0.201 -0.137 -0.2907
F -4.9255 -2.8369 3.8178 0.138 0.057 0.162 -0.2982
C -2.7813 -1.8986 3.8784 -0.023 -0.006 0.025 -0.0217
C -2.1552 -0.7132 4.2254 -0.035 -0.026 0.001 -0.1933
C -1.0638 -0.2988 3.4895 0.022 -0.032 0.002 0.0559
N -0.5937 -1.0118 2.4508 -0.117 0.032 0.145 -0.4636
C -1.2085 -2.1607 2.1151 0.013 -0.023 -0.050 0.0372
C -2.2993 -2.6366 2.8060 -0.022 0.014 0.019 -0.1900
H -2.5053 -0.1163 5.0557 0.000 0.001 0.000 0.2787
H -0.5363 0.6119 3.7357 -0.008 -0.005 -0.007 0.2314
H -0.7974 -2.6999 1.2715 -0.009 -0.005 0.007 0.2201
H -2.7657 -3.5658 2.5089 -0.002 0.000 0.003 0.2725
```
Positions in Å, forces in eV/Å.

---

This record from the OMol25 dataset describes one molecule with the formula C6H6ClF. The level of theory is ωB97M-V/def2-TZVPD.

Output
orbital gap	10.7	eV
highest occupied orbital energy	-9.70	eV
SMILES	F[C@H]1C=C[C@]2(Cl)C[C@H]12
lowest unoccupied orbital energy	1.0	eV
multiplicity	1

```
14
Properties=species:S:1:pos:R:3:forces:R:3:nbo_charge:R:1
F 1.9866 -0.4139 -1.4485 -0.093 0.114 -0.219 -0.3735
C 1.2982 -0.2573 -0.2279 0.911 0.762 -0.808 0.1738
C 0.9787 1.2195 -0.0317 -0.555 -0.582 -0.397 -0.2155
C -0.3332 1.4442 -0.0171 0.297 -1.225 0.336 -0.1608
C -1.0653 0.1359 -0.0974 -0.346 0.602 -0.653 -0.0868
Cl -2.5736 0.0742 -0.9839 -0.254 0.241 -0.231 -0.0163
C -0.8698 -0.9398 0.8938 -0.757 -0.891 0.963 -0.3990
C -0.0400 -0.9234 -0.3451 -0.127 -0.385 0.421 -0.2755
H 2.0430 -0.6378 0.4778 -0.609 -0.165 0.413 0.1869
H 1.7308 1.9724 -0.0400 0.524 0.348 0.260 0.2219
H -0.8315 2.3831 0.0670 -0.229 0.444 0.047 0.2293
H -0.4151 -0.7054 1.8313 0.400 0.321 0.430 0.2210
H -1.6730 -1.6897 1.0246 0.573 0.517 -0.439 0.2399
H -0.2358 -1.6618 -1.1031 0.265 -0.099 -0.123 0.2547
```
Positions in Å, forces in eV/Å.

---

This record from the OMol25 dataset describes one molecule with the formula C4H6BrNO. The level of theory is ωB97M-V/def2-TZVPD.

Output
orbital gap (spin up / spin down)	5.9 / 8.1	eV
highest occupied orbital energy (spin up / spin down)	-5.07 / -9.60	eV
lowest unoccupied orbital energy (spin up / spin down)	0.9 / -1.5	eV
multiplicity	3

```
13
Properties=species:S:1:pos:R:3:forces:R:3:nbo_charge:R:1
C 0.2610 -1.7726 0.3654 2.566 -2.350 6.990 -0.0723
C -0.1308 -1.3751 -0.8635 -1.856 2.851 -6.372 -0.1356
C -0.1152 0.1277 -0.9756 2.727 -1.472 -2.033 -0.3098
C 0.1481 1.5799 0.9967 -2.397 -0.751 -1.388 -0.4182
N 0.6819 0.5176 0.1889 -0.700 -1.402 0.691 -0.1115
O 0.6837 -0.6647 1.0971 -0.511 -0.360 -1.630 -0.2917
Br -0.9068 -2.4591 -2.1470 0.179 0.170 0.339 0.1178
H -0.0341 -2.6562 0.9704 -0.071 1.026 -0.421 0.1939
H 0.3713 0.4981 -2.0041 -0.470 -0.858 2.110 0.2234
H -1.0703 0.5146 -1.0666 -2.306 1.175 0.571 0.2071
H 0.8760 1.8287 1.6426 2.331 0.976 2.607 0.2075
H 0.0843 2.3414 0.2817 -0.249 1.691 -0.858 0.2039
H -0.8490 1.5197 1.5138 0.756 -0.697 -0.606 0.1855
```
Positions in Å, forces in eV/Å.

---

Across the entries above, energy takes the values -731.3273, -272.4588, -377.7906, -4253.5794, -792.2341, -2859.7752 hartree, respectively.
Across the entries above, energy above the lowest of the compared OMol25 structures with the same formula, charge and spin takes the values 239.9, 85.0, 443.0, 0.0, 36.0, 177.0 kJ/mol, respectively.